(1)
DFT (wB97M-V/def2-TZVPD) results for a molecular structure, H2ORb at a distorted geometry.

Calculated values
highest occupied orbital energy = -17.510 eV
ΔE to the lowest compared entry with this formula, charge and spin = 57.1 kcal/mol
charge = +1

Atoms and positions in Å:
Rb: 0.20892 -1.21207 1.21504
O: 0.04120 0.03302 -0.35367
H: 0.52731 0.73525 -0.78588
H: -0.77741 0.44379 -0.07548


(2)
DFT (wB97M-V/def2-TZVPD) results for 2 unconnected molecules or ions with the total composition H2OS2 at a distorted geometry.

Calculated values
highest occupied orbital energy (spin up / spin down) = -9.426 / -9.422 eV
ΔE to the lowest compared entry with this formula, charge and spin = 77.8 kcal/mol
charge = 0

Atoms and positions in Å:
O: 1.41122 0.19423 -0.96230
S: -0.92866 -0.22650 1.37145
S: -1.29657 0.36343 -0.49344
H: 1.85663 1.09073 -0.85629
H: -1.04262 -1.42189 0.94058


(3)
DFT (wB97M-V/def2-TZVPD) results for a molecular structure, H2P2 at a distorted geometry.

Calculated values
multiplicity = 3
highest occupied orbital energy (spin up / spin down) = -7.100 / -9.900 eV
⟨S²⟩ = 2.00
ΔE to the lowest compared entry with this formula, charge and spin = 0.5 kcal/mol
charge = 0

Atoms and positions in Å:
P: 0.52446 0.81336 -1.12061
P: -1.08941 1.78711 -0.62053
H: 0.19202 -1.30298 0.46588
H: 0.37293 -1.29749 1.27526


(4)
DFT (wB97M-V/def2-TZVPD) results for a molecular structure, H2P2S4 at a distorted geometry.

Calculated values
highest occupied orbital energy = -8.923 eV
ΔE to the lowest compared entry with this formula, charge and spin = 99.1 kcal/mol
charge = 0

Atoms and positions in Å:
P: -1.07436 -0.52354 -1.14346
P: 1.48884 -0.58601 0.44870
S: 3.91460 0.88472 0.29816
S: -0.29098 -1.89512 0.31942
S: 0.38249 0.96785 -0.63490
S: -2.91171 0.11992 -0.24023
H: 0.95883 -0.30068 1.70852
H: -2.46771 1.33287 -0.75621